# 1
DFT (wB97M-V/def2-TZVPD) results for C29H37N2ORhS2 as an isolated structure.

```
72
Properties=species:S:1:pos:R:3:forces:R:3
Rh -0.699 0.288 -0.232 4.371 -0.142 -0.295
C 0.458 1.912 -3.686 -0.138 -0.024 0.189
C 0.576 0.513 -3.093 0.154 0.038 -0.493
C 0.002 -0.551 -4.032 -0.257 0.028 0.229
C 1.982 0.137 -2.697 0.129 0.192 0.876
C 3.000 0.143 -3.635 0.082 -0.080 -0.214
C 4.283 -0.253 -3.298 0.010 -0.032 -0.038
C 4.545 -0.743 -2.028 0.007 0.026 -0.016
C 3.554 -0.797 -1.062 -0.635 0.024 0.202
C 3.717 -1.637 0.191 0.171 -0.120 -0.090
C 5.129 -1.642 0.771 -0.122 0.063 0.057
C 3.264 -3.065 -0.163 -0.024 0.133 0.186
C 2.279 -0.248 -1.370 0.455 0.390 -1.495
N 1.349 -0.078 -0.375 -2.044 -0.343 1.786
C 1.648 0.636 0.829 0.013 0.296 0.726
C 1.069 -0.055 1.996 -0.019 -0.149 0.225
C 1.456 -0.185 3.353 -0.145 -0.037 0.211
C 0.388 -0.761 3.983 0.301 0.025 0.042
C -0.639 -0.968 2.982 -0.311 -0.128 -0.306
N -0.189 -0.540 1.795 -0.471 0.661 -0.740
C -1.994 -1.569 3.212 -0.067 -0.063 -0.048
C -2.829 -0.553 4.013 0.101 0.016 -0.017
C -1.832 -2.859 4.033 0.119 0.069 -0.039
C -2.678 -1.896 1.883 0.149 0.049 0.125
H -0.589 2.143 -3.889 0.013 -0.005 -0.057
H 1.010 1.977 -4.624 0.015 -0.009 -0.006
H 0.854 2.660 -2.999 0.015 0.020 -0.052
H -0.057 0.497 -2.164 -0.198 0.067 0.236
H 0.507 -0.505 -4.997 0.067 0.006 0.013
H -1.063 -0.388 -4.184 0.030 0.001 -0.078
H 0.148 -1.549 -3.616 0.011 -0.014 -0.037
H 2.792 0.457 -4.652 -0.013 0.001 0.012
H 5.066 -0.235 -4.044 0.006 0.035 0.013
H 5.532 -1.120 -1.794 -0.020 -0.031 -0.024
H 3.040 -1.283 0.968 0.042 0.025 0.027
H 5.829 -2.174 0.126 0.016 0.029 -0.007
H 5.123 -2.150 1.736 0.052 -0.027 -0.016
H 5.498 -0.627 0.925 0.052 -0.015 -0.016
H 3.879 -3.471 -0.966 0.016 -0.009 0.003
H 2.224 -3.061 -0.493 0.000 -0.041 -0.022
H 3.351 -3.717 0.709 -0.002 -0.030 -0.031
H 2.685 0.960 0.948 -0.034 0.047 0.033
H 2.388 0.134 3.789 0.034 -0.063 -0.055
H 0.325 -1.038 5.023 -0.072 -0.013 -0.016
H -2.326 -0.278 4.940 -0.044 -0.014 0.026
H -3.798 -0.986 4.264 -0.014 -0.004 -0.018
H -2.990 0.360 3.436 -0.036 -0.006 0.010
H -1.452 -2.649 5.032 -0.006 -0.044 0.005
H -1.148 -3.550 3.539 -0.022 -0.031 0.020
H -2.801 -3.349 4.130 -0.011 0.014 0.043
H -2.933 -0.981 1.350 -0.005 -0.023 -0.021
H -3.594 -2.461 2.057 -0.016 0.039 0.043
H -2.017 -2.490 1.252 -0.058 -0.033 -0.061
S 1.039 3.180 -0.118 -1.074 -0.417 0.436
C 0.655 1.762 0.492 1.169 -0.596 -1.741
C -4.453 -0.236 -0.815 0.313 0.021 -0.095
S -2.810 0.361 -1.299 -2.476 0.503 0.623
O -2.778 0.368 -2.763 0.375 -0.166 -0.320
C -2.898 2.065 -0.733 0.033 -0.079 0.224
C -2.933 3.090 -1.662 0.044 -0.171 -0.152
C -2.830 4.398 -1.214 0.029 0.030 0.059
C -2.695 4.664 0.142 0.056 0.050 -0.046
C -2.685 3.629 1.069 -0.039 -0.065 -0.003
C -2.776 2.318 0.635 -0.263 0.024 -0.020
H -5.151 0.173 -1.544 0.033 0.074 -0.003
H -4.689 0.105 0.191 0.034 -0.030 0.005
H -4.441 -1.323 -0.871 0.004 -0.001 0.018
H -3.031 2.848 -2.713 0.052 0.034 -0.001
H -2.847 5.211 -1.928 -0.016 0.003 0.003
H -2.594 5.686 0.482 -0.040 0.004 -0.008
H -2.608 3.845 2.127 0.024 -0.003 -0.004
H -2.800 1.503 1.353 0.093 0.022 -0.006
```
Forces are in eV/Å.

Results
Orbital gap (spin up / spin down): 5.6 / 5.1 eV
⟨S²⟩: 0.800
Net charge: +1
2S+1: 2
Energy above the lowest of the compared OMol25 structures with the same formula, charge and spin: 378.4 kJ/mol

***

# 2
DFT (wB97M-V/def2-TZVPD) results for C26H28AsF6NO2PSV as an isolated structure.

```
67
Properties=species:S:1:pos:R:3:forces:R:3
V -0.339 0.209 1.087 -0.556 -0.104 -1.173
O 0.383 -0.346 3.714 0.037 -0.064 0.106
N 0.171 0.806 2.919 0.254 -0.169 0.585
C -0.005 1.840 3.649 -0.059 0.237 -0.406
C -0.014 3.216 3.136 -0.051 0.074 0.425
C 0.041 4.186 4.149 -0.016 -0.085 -0.101
C 0.227 5.524 3.862 -0.007 -0.033 -0.038
C 0.388 5.921 2.544 -0.019 -0.032 0.009
C 0.323 4.976 1.534 -0.001 0.003 -0.020
C 0.087 3.628 1.798 0.097 0.199 -0.091
P -0.024 2.488 0.381 0.173 -0.129 0.201
C 1.477 2.885 -0.571 -0.065 0.064 0.030
C 2.702 2.778 0.085 0.042 -0.036 0.054
C 3.884 3.008 -0.595 0.009 0.010 -0.019
C 3.856 3.344 -1.943 -0.014 0.002 -0.004
C 2.641 3.462 -2.598 0.007 0.009 0.009
C 1.452 3.237 -1.914 -0.048 0.036 -0.054
C -1.436 3.064 -0.599 -0.077 -0.039 0.128
C -2.230 4.147 -0.236 -0.046 0.067 -0.027
C -3.338 4.485 -1.000 0.009 -0.012 -0.009
C -3.657 3.749 -2.129 0.012 -0.044 -0.019
C -2.881 2.654 -2.484 -0.012 0.070 -0.020
C -1.788 2.301 -1.712 0.032 -0.025 -0.121
H 1.110 -0.808 3.269 -0.015 -0.057 0.010
H -0.044 1.685 4.723 0.030 0.087 0.001
H -0.040 3.865 5.179 -0.003 0.003 0.050
H 0.266 6.248 4.663 0.003 0.033 0.035
H 0.551 6.961 2.299 0.014 0.042 -0.005
H 0.440 5.294 0.505 0.023 0.002 -0.022
H 2.742 2.513 1.136 -0.049 -0.008 -0.004
H 4.825 2.925 -0.070 0.045 0.008 -0.009
H 4.777 3.529 -2.478 0.041 0.002 -0.004
H 2.609 3.748 -3.640 0.013 0.002 -0.039
H 0.513 3.360 -2.437 -0.038 -0.037 0.028
H -1.999 4.728 0.645 -0.015 -0.006 0.001
H -3.953 5.324 -0.707 -0.014 0.029 0.006
H -4.518 4.017 -2.725 -0.031 0.011 -0.023
H -3.138 2.063 -3.352 -0.020 -0.016 -0.026
H -1.226 1.410 -1.964 0.050 0.035 0.042
C 0.910 -3.384 -1.068 0.073 -0.162 -0.049
As 1.824 -1.713 -1.228 -0.264 0.278 0.333
C 0.961 -0.698 -2.595 0.111 -0.026 -0.243
C 3.625 -2.055 -1.774 0.081 0.005 0.022
S 1.886 -0.546 0.567 0.238 -0.164 0.098
H 1.148 -3.996 -1.939 -0.037 0.014 0.036
H -0.154 -3.180 -1.018 -0.015 0.022 0.002
H 1.232 -3.887 -0.158 -0.005 0.027 -0.042
H 1.062 -1.231 -3.543 -0.087 0.076 0.035
H 1.445 0.278 -2.663 -0.023 -0.034 0.031
H -0.083 -0.590 -2.311 -0.014 -0.031 0.018
H 3.621 -2.540 -2.749 0.025 0.003 0.020
H 4.102 -2.697 -1.035 -0.005 0.027 -0.040
H 4.149 -1.102 -1.825 0.003 -0.049 -0.018
C -3.267 -2.034 -1.038 -0.145 -0.061 0.082
C -2.586 -1.323 0.128 0.192 -0.165 -0.329
O -1.382 -0.784 -0.274 0.455 0.007 0.262
C -2.358 -2.320 1.304 -0.063 -0.252 0.021
F -3.350 -3.194 1.458 -0.091 0.089 0.014
F -1.230 -3.027 1.099 -0.113 0.033 -0.079
F -2.186 -1.683 2.482 0.109 0.052 -0.082
C -3.434 -0.150 0.632 -0.337 0.086 0.167
F -3.861 0.629 -0.355 0.017 -0.141 0.139
F -2.618 0.651 1.424 -0.077 0.144 0.124
F -4.479 -0.491 1.385 0.185 0.035 -0.122
H -2.641 -2.867 -1.355 0.011 0.001 0.038
H -3.361 -1.337 -1.869 0.038 0.029 0.054
H -4.252 -2.422 -0.781 0.003 0.031 0.024
```
Forces are in eV/Å.

Results
Orbital gap (spin up / spin down): 7.1 / 6.3 eV
⟨S²⟩: 0.863
Net charge: +1
2S+1: 2

***

# 3
DFT (wB97M-V/def2-TZVPD) results for a 2-piece molecular cluster, C3H10NO2P overall.

```
17
Properties=species:S:1:pos:R:3:forces:R:3
C -0.896 -2.134 0.557 -2.093 -0.251 -1.123
C -1.955 0.228 0.086 -0.181 0.319 -0.513
C -0.810 -0.721 0.102 -1.074 0.659 0.504
N 0.300 -0.244 -0.241 2.221 2.687 -1.790
O 3.028 0.216 0.448 0.394 1.600 0.308
O 1.525 3.144 -0.493 -1.484 1.230 -1.030
P 2.295 -0.922 -0.126 -0.981 -1.761 -0.562
H -1.277 -2.791 -0.281 0.201 0.860 0.598
H -1.683 -2.256 1.365 1.608 0.025 -0.509
H 0.134 -2.398 0.625 0.618 -0.891 1.225
H -1.965 0.996 0.815 0.861 0.546 1.380
H -2.917 -0.166 0.220 -1.350 -1.172 -0.219
H -1.935 0.835 -0.799 -0.071 -0.071 -0.851
H 1.528 3.801 0.207 0.316 -0.383 0.187
H 2.041 2.396 -0.279 1.287 -1.129 0.925
H 0.294 0.796 -0.611 -0.123 -2.479 1.152
H 2.293 -0.780 -1.595 -0.149 0.211 0.318
```
Forces are in eV/Å.

Results
Orbital gap: 8.5 eV
Energy above the lowest of the compared OMol25 structures with the same formula, charge and spin: 371.7 kJ/mol